Record 1
{"formula": "C18H12F3N7O4Ru", "method": "ωB97M-V/def2-TZVPD", "symbols": ["Ru", "F", "F", "F", "O", "O", "O", "O", "N", "N", "N", "N", "N", "N", "N", "C", "C", "C", "C", "C", "C", "C", "C", "C", "C", "C", "C", "C", "C", "C", "C", "C", "C", "H", "H", "H", "H", "H", "H", "H", "H", "H", "H", "H", "H"], "positions_angstrom": [[-0.035, -0.077, 0.052], [0.677, 2.564, 1.221], [-0.993, 2.597, -0.158], [1.039, 2.455, -0.905], [-3.759, 0.028, -1.766], [-2.115, -0.133, -0.225], [-1.729, -0.127, -3.702], [-0.265, 0.054, -1.988], [0.147, -0.062, 2.112], [1.802, -0.086, 3.844], [-0.519, 0.004, 4.383], [2.006, -0.076, 0.227], [-2.083, 0.015, 2.720], [1.084, -0.072, 6.018], [0.067, -7.525, -0.188], [-0.580, -4.295, 0.943], [0.178, -2.163, 0.102], [3.855, -0.096, 1.785], [-0.787, -0.010, 3.079], [0.074, -4.956, -0.104], [1.478, -0.089, 2.538], [2.464, -0.092, 1.530], [4.732, -0.066, 0.737], [2.879, -0.023, -0.784], [4.240, -0.017, -0.585], [0.070, -6.375, -0.161], [0.791, -0.045, 4.690], [-0.517, -2.918, 1.047], [-2.607, -0.044, -1.422], [-1.436, -0.037, -2.536], [0.834, -2.824, -0.935], [0.773, -4.200, -1.051], [0.211, 1.996, 0.071], [4.177, -0.122, 2.816], [4.911, 0.019, -1.432], [-2.359, 0.051, 1.744], [5.799, -0.070, 0.919], [-1.023, -2.442, 1.877], [2.033, 0.133, 6.269], [-2.761, 0.130, 3.450], [1.263, -4.706, -1.873], [1.393, -2.262, -1.673], [0.341, 0.181, 6.645], [-1.132, -4.875, 1.671], [2.445, 0.019, -1.777]], "relative_energy_kj_mol": 67.79, "e_lumo_ev": [2.8, 0.7], "homo_lumo_gap_ev": [6.22, 6.87], "homo_energy_ev": [-3.46, -6.18], "s_squared": 8.78, "multiplicity": 6, "charge": -1}



Record 2
{"formula": "C18H12F3NO2", "method": "ωB97M-V/def2-TZVPD", "symbols": ["F", "F", "F", "O", "O", "N", "C", "C", "C", "C", "C", "C", "C", "C", "C", "C", "C", "C", "C", "C", "C", "C", "C", "C", "H", "H", "H", "H", "H", "H", "H", "H", "H", "H", "H", "H"], "positions_angstrom": [[1.426, -1.672, -5.407], [3.298, -1.905, -4.298], [2.770, 0.081, -5.123], [-1.422, 3.015, 2.021], [2.297, 0.752, 0.575], [0.193, 1.732, 0.928], [-2.806, -0.664, 3.126], [-1.486, -0.584, 1.076], [1.541, -0.717, -3.230], [-0.972, 0.251, 0.003], [2.266, -1.048, -4.525], [-2.100, -2.745, 2.070], [1.540, -1.583, -2.145], [0.051, 0.784, -2.113], [-0.251, 2.722, 1.773], [-0.037, -0.113, -1.026], [0.938, 3.393, 2.365], [-2.771, -2.086, 3.110], [-1.513, -2.014, 1.036], [-2.122, 0.067, 2.168], [2.020, 2.729, 1.925], [0.801, -1.263, -1.013], [0.795, 0.463, -3.237], [1.551, 1.614, 1.056], [0.807, 1.129, -4.087], [-2.079, 1.164, 2.203], [-3.302, -0.122, 3.939], [-1.053, -2.527, 0.200], [-1.522, 1.167, -0.162], [2.116, -2.508, -2.173], [0.957, -1.827, -0.079], [-3.266, -2.656, 3.912], [0.817, 4.239, 3.025], [3.073, 2.853, 2.111], [-2.077, -3.851, 2.058], [-0.478, 1.731, -2.062]], "relative_energy_kj_mol": 0.00, "e_lumo_ev": -1.4, "homo_lumo_gap_ev": 7.92, "homo_energy_ev": -9.29, "multiplicity": 1, "charge": 0}



Record 3
{"formula": "C18H12HfN8S", "method": "ωB97M-V/def2-TZVPD", "symbols": ["Hf", "S", "N", "N", "N", "N", "N", "N", "N", "N", "C", "C", "C", "C", "C", "C", "C", "C", "C", "C", "C", "C", "C", "C", "C", "C", "C", "C", "H", "H", "H", "H", "H", "H", "H", "H", "H", "H", "H", "H"], "positions_angstrom": [[-0.864, -0.838, 0.557], [4.522, 0.107, -4.535], [-0.693, -0.383, -1.495], [-3.627, -0.062, 3.646], [-0.951, 1.129, 1.389], [2.938, 0.301, -4.667], [-2.455, -1.052, 2.086], [-1.838, 2.523, 2.813], [4.627, -0.330, -2.998], [1.224, -1.098, 0.399], [-1.329, 0.285, -3.706], [0.652, -0.354, -1.861], [-0.879, 3.229, 2.110], [3.391, -0.368, -2.526], [1.649, -0.727, -0.876], [-3.337, -1.980, 2.628], [-0.327, 2.367, 1.226], [3.489, -1.515, 1.056], [2.416, -0.003, -3.489], [1.016, 0.001, -3.158], [-1.646, -0.069, -2.413], [-2.669, 0.116, 2.744], [3.929, -1.144, -0.203], [0.002, 0.323, -4.085], [-1.873, 1.275, 2.377], [-4.064, -1.364, 3.596], [2.139, -1.483, 1.328], [3.006, -0.742, -1.191], [-4.843, -1.745, 4.240], [0.290, 0.589, -5.097], [1.763, -1.773, 2.302], [-4.000, 0.633, 4.287], [-0.674, 4.273, 2.296], [4.183, -1.832, 1.823], [-2.120, 0.522, -4.406], [0.451, 2.540, 0.503], [-3.395, -3.005, 2.299], [4.985, -1.164, -0.457], [-2.411, 2.931, 3.547], [-2.679, -0.114, -2.088]], "e_lumo_ev": -15.0, "homo_lumo_gap_ev": 5.67, "homo_energy_ev": -20.63, "multiplicity": 1, "charge": 4}



Number 1: energy -48217.3618 eV. Number 2: energy -32596.8815 eV. Number 3: energy -42883.7483 eV.